{"formula": "C4H8O2", "method": "the ωB97M-V functional and the def2-TZVPD basis", "species": ["C", "O", "C", "C", "C", "O", "H", "H", "H", "H", "H", "H", "H", "H"], "coordinates": [[0.775, 1.730, -1.353], [-0.209, 1.139, -0.642], [0.217, 0.071, 0.064], [-0.954, -0.664, 0.667], [-0.740, -1.756, 1.613], [-1.243, -0.512, 2.063], [0.318, 2.505, -1.993], [1.623, 2.093, -0.762], [1.385, 0.428, -1.800], [1.034, 0.277, 0.767], [1.128, -0.432, -1.108], [-1.853, -0.673, 0.047], [0.279, -1.979, 1.931], [-1.428, -2.600, 1.629]], "forces_ev_per_angstrom": [[0.808, -1.065, -0.703], [-0.220, 0.183, 0.225], [0.738, -0.773, -0.756], [0.346, -0.224, -0.523], [0.136, -0.336, -0.075], [0.202, 0.290, -0.091], [0.578, -0.637, -0.051], [-0.158, -0.010, -0.060], [-0.886, 2.303, 0.135], [-0.177, -0.027, -0.004], [-1.524, 0.138, 1.858], [0.253, -0.025, 0.042], [-0.139, 0.006, -0.057], [0.043, 0.176, 0.062]], "e_tot_ha": -307.50315, "charge": 0, "fmax_ha_per_bohr": 0.04806, "relative_energy_kcal_mol": 131.3, "lumo_ha": 0.034, "homo_lumo_gap_ev": 10.47}